Record 1
{"formula": "C16H35N5O4PS2", "method": "the ωB97M-V functional and the def2-TZVPD basis", "homo_lumo_gap_ev": 7.05, "largest_force_ha_per_bohr": 0.0108, "total_charge": 1, "e_homo_ev": -10.8428, "lumo_energy_ev": -3.79, "species": ["C", "C", "C", "C", "O", "P", "S", "C", "C", "N", "N", "C", "S", "H", "H", "H", "H", "H", "H", "H", "H", "H", "H", "H", "H", "H", "H", "C", "O", "N", "C", "C", "H", "H", "H", "H", "H", "H", "H", "C", "O", "N", "C", "C", "H", "H", "H", "H", "H", "H", "H", "C", "O", "N", "C", "C", "H", "H", "H", "H", "H", "H", "H"], "positions_angstrom": [[-2.6189, -2.4183, 1.7375], [-1.4161, -2.2700, 0.8089], [-1.1872, -3.5752, 0.0289], [0.2426, -3.8926, -0.3966], [1.2273, -3.2426, 0.4921], [2.6519, -2.8131, 0.0580], [3.4788, -3.9362, -1.4557], [2.7196, -1.0955, -0.3784], [1.3848, -0.4782, -0.7813], [1.2428, 0.7359, -1.0679], [3.6004, -2.9400, 1.3964], [4.0300, -4.0421, 1.7487], [4.6102, -5.3636, 2.2326], [-2.3690, -3.0487, 2.5934], [-2.9249, -1.4561, 2.1396], [-3.4499, -2.8765, 1.2075], [-0.5504, -2.0027, 1.4103], [-1.6427, -1.4638, 0.1105], [-1.7603, -3.4926, -0.8952], [-1.6196, -4.4052, 0.5827], [0.4123, -3.5937, -1.4297], [0.4270, -4.9618, -0.3148], [2.4903, -4.8204, -1.6209], [3.4774, -0.9184, -1.1433], [3.0499, -0.5811, 0.5278], [0.5068, -1.1150, -0.8083], [2.1207, 1.2541, -1.0129], [5.9361, 0.2545, 0.8305], [5.8867, 0.5427, -0.3531], [6.4279, 1.0255, 1.8064], [6.4360, 0.6088, 3.1957], [6.9781, 2.3278, 1.4496], [5.5569, -0.7178, 1.2024], [5.8609, 1.3049, 3.8077], [7.4566, 0.5701, 3.5780], [5.9938, -0.3817, 3.2828], [6.2166, 2.9446, 0.9739], [7.8032, 2.2112, 0.7483], [7.3339, 2.8206, 2.3496], [-5.4236, -0.5617, -1.0694], [-4.7538, -1.5223, -0.7213], [-5.5796, 0.5551, -0.3467], [-6.3690, 1.6835, -0.8163], [-4.9297, 0.6379, 0.9483], [-5.9597, -0.5350, -2.0313], [-5.7466, 2.5703, -0.8900], [-7.1959, 1.8822, -0.1321], [-6.7713, 1.4650, -1.8018], [-3.8484, 0.5320, 0.8405], [-5.2805, -0.1591, 1.6047], [-5.1548, 1.6017, 1.3968], [-3.6444, 3.1720, -2.5325], [-4.7239, 3.6929, -2.7424], [-2.5335, 3.8381, -2.1745], [-1.2738, 3.1649, -1.9306], [-2.6113, 5.2842, -2.0329], [-3.4862, 2.0815, -2.6161], [-0.9356, 3.3347, -0.9067], [-0.5039, 3.5270, -2.6145], [-1.3963, 2.0946, -2.0816], [-3.3471, 5.5543, -1.2758], [-2.9156, 5.7429, -2.9731], [-1.6359, 5.6652, -1.7426]], "atomic_forces_ev_per_a": [[0.2, -0.2, 0.2], [-0.4, -0.1, 0.1], [-0.1, 0.4, -0.1], [-0.5, -0.3, 0.0], [0.0, -0.3, -0.4], [0.2, 0.2, 0.3], [0.2, 0.0, -0.3], [-0.2, 0.4, 0.2], [0.1, 0.0, -0.2], [-0.1, 0.1, 0.0], [-0.1, -0.3, -0.3], [0.1, 0.3, 0.3], [0.1, -0.3, 0.1], [0.0, -0.1, 0.0], [-0.1, 0.1, -0.1], [-0.2, 0.2, 0.0], [0.1, 0.1, -0.1], [0.2, 0.1, 0.0], [-0.1, -0.2, 0.0], [0.2, -0.1, 0.1], [0.2, 0.3, 0.1], [0.1, 0.0, 0.0], [-0.2, -0.1, 0.2], [0.1, -0.1, 0.0], [0.1, 0.0, 0.0], [-0.1, -0.1, 0.0], [0.0, 0.0, 0.0], [-0.1, -0.3, 0.0], [-0.2, 0.0, 0.0], [0.1, 0.2, 0.0], [0.1, 0.1, -0.1], [0.0, -0.1, 0.0], [0.0, 0.0, 0.1], [0.0, 0.0, 0.0], [0.0, 0.0, 0.0], [0.0, 0.0, 0.0], [0.0, 0.0, 0.0], [0.0, 0.0, 0.0], [0.0, 0.0, 0.0], [0.0, -0.1, -0.1], [0.1, 0.0, 0.0], [-0.1, 0.1, 0.0], [0.0, -0.1, 0.2], [0.0, -0.1, -0.1], [0.0, 0.0, 0.0], [-0.1, 0.1, -0.1], [0.0, 0.0, 0.0], [0.0, 0.0, 0.0], [0.0, 0.0, 0.0], [0.0, 0.0, 0.0], [0.0, 0.0, 0.0], [-0.1, -0.1, -0.1], [0.1, 0.0, 0.0], [0.2, 0.1, 0.1], [-0.1, 0.1, 0.0], [-0.1, -0.1, 0.0], [0.0, 0.0, 0.0], [0.0, 0.0, 0.0], [0.0, 0.0, 0.0], [0.0, 0.0, 0.0], [0.0, 0.0, 0.0], [0.0, 0.0, 0.0], [0.0, 0.0, 0.0]]}

=====

Record 2
{"formula": "C16H35NO11P2", "method": "the ωB97M-V functional and the def2-TZVPD basis", "homo_lumo_gap_ev": 7.15, "largest_force_ha_per_bohr": 0.1813, "smiles": "CCOC(=O)CCC[C@@H]1CNC(=O)C1.COP(=O)(OC)OC.COP(=O)(OC)OC", "e_homo_ev": -9.2218, "lumo_energy_ev": -2.07, "species": ["C", "C", "O", "C", "O", "C", "C", "C", "C", "C", "N", "C", "O", "C", "H", "H", "H", "H", "H", "H", "H", "H", "H", "H", "H", "H", "H", "H", "H", "H", "H", "C", "O", "P", "O", "O", "C", "O", "C", "H", "H", "H", "H", "H", "H", "H", "H", "H", "C", "O", "P", "O", "O", "C", "O", "C", "H", "H", "H", "H", "H", "H", "H", "H", "H"], "positions_angstrom": [[-2.5945, -5.3506, -0.6274], [-3.1639, -4.5736, 0.5831], [-2.3512, -3.3854, 0.7650], [-1.7134, -3.4407, 1.9948], [-2.0202, -2.7373, 2.8705], [-0.6142, -4.4982, 2.1567], [0.5694, -4.0400, 3.0231], [1.2978, -2.7781, 2.5042], [1.7637, -2.8528, 1.0368], [2.9442, -3.7815, 0.6687], [3.5142, -3.0920, -0.5261], [3.0433, -1.7393, -0.5896], [3.0770, -1.0397, -1.5319], [2.5522, -1.4944, 0.8483], [-3.3690, -5.9813, -1.0933], [-1.7299, -5.9717, -0.3646], [-2.3213, -4.6060, -1.3901], [-3.1381, -5.1822, 1.5001], [-4.2087, -4.3065, 0.3777], [-0.3262, -4.8976, 1.1734], [-1.0861, -5.3484, 2.6853], [0.2280, -3.8222, 4.0473], [1.2613, -4.8941, 3.1187], [0.6937, -1.8827, 2.7034], [2.2131, -2.6753, 3.1143], [1.0026, -2.8400, 0.2408], [3.7517, -3.6815, 1.4141], [2.7399, -4.8449, 0.4978], [3.2002, -3.4633, -1.4238], [3.4851, -1.5946, 1.4326], [2.0216, -0.5599, 1.1017], [2.5069, 4.9579, 1.8260], [2.2396, 3.5551, 1.6615], [1.1962, 2.8571, 2.7963], [1.4335, 1.4311, 2.4333], [-0.1082, 3.4813, 2.0372], [-0.2158, 3.3666, 0.6218], [0.2581, 2.6174, 4.1638], [-0.1474, 3.7925, 4.8890], [3.0114, 5.3165, 0.9315], [1.5802, 5.5241, 1.9590], [3.1535, 5.1173, 2.6906], [0.3075, 2.4918, 0.2383], [0.1743, 4.2723, 0.1533], [-1.2720, 3.2897, 0.3685], [-0.7792, 4.4293, 4.2678], [0.7241, 4.3549, 5.2274], [-0.7182, 3.4731, 5.7581], [-0.2394, 1.5009, -2.8364], [-1.4561, 2.2393, -2.7304], [-1.6510, 3.5350, -3.8429], [-2.8335, 4.0498, -3.0768], [-2.1106, 2.5198, -5.0406], [-2.9629, 1.4165, -4.7567], [-1.6806, 4.8411, -4.9112], [-0.6495, 4.8886, -5.9147], [-0.3145, 0.5972, -2.2349], [-0.0384, 1.2176, -3.8746], [0.5850, 2.1135, -2.4660], [-3.6068, 1.6062, -3.8999], [-2.3601, 0.5239, -4.5818], [-3.5795, 1.2397, -5.6373], [-0.7203, 4.0277, -6.5819], [0.3377, 4.9146, -5.4505], [-0.7865, 5.7964, -6.4988]], "atomic_forces_ev_per_a": [[-0.6, 0.2, 0.0], [0.6, -0.6, -0.9], [-0.3, -0.5, 0.6], [1.0, -1.7, -1.6], [-0.7, 1.9, 1.9], [-0.3, -0.4, 0.0], [0.0, 0.3, 0.1], [0.0, -1.4, 0.0], [1.2, 2.0, 1.2], [0.1, 0.8, -0.3], [-1.1, 0.1, -1.6], [0.4, -1.4, 3.8], [0.0, 1.3, -2.2], [0.0, -0.3, -1.0], [0.3, 0.0, 0.3], [-0.2, 0.2, -0.1], [0.1, -0.3, 0.3], [-0.1, 0.1, -0.3], [0.4, 0.3, 0.2], [0.2, 0.3, 0.3], [0.0, 0.3, -0.2], [-0.1, -0.1, -0.3], [-0.1, 0.3, -0.2], [0.1, -0.2, -0.3], [-0.3, 0.1, -0.2], [-0.2, -0.4, 0.5], [-0.6, -0.4, 0.2], [0.0, 0.3, -0.2], [0.6, -0.6, 0.2], [-0.5, 0.4, 0.2], [0.3, -0.5, -0.4], [0.0, 0.1, -0.1], [0.6, 1.1, 3.2], [-3.9, -4.9, -4.9], [0.8, 0.7, 0.8], [0.0, 0.3, 0.7], [0.0, 0.4, -0.3], [2.6, 2.3, 0.4], [-0.3, 0.1, 0.1], [0.0, -0.1, 0.0], [0.0, 0.0, 0.0], [0.1, 0.1, -0.1], [0.1, 0.0, 0.1], [0.1, -0.1, -0.1], [0.0, 0.0, 0.2], [0.0, 0.0, 0.0], [-0.1, 0.0, 0.1], [0.1, -0.1, -0.1], [0.3, -0.2, 0.0], [3.0, 1.4, -0.9], [-9.3, -0.9, 0.5], [1.0, 0.4, 0.4], [1.1, 0.5, -0.5], [0.2, -0.5, 0.1], [3.6, -1.0, 0.5], [0.0, 0.1, -0.3], [-0.1, 0.1, 0.1], [0.0, -0.1, 0.0], [0.1, -0.3, 0.1], [0.1, 0.1, 0.0], [-0.1, 0.0, 0.1], [0.1, 0.2, -0.1], [0.0, 0.0, 0.0], [0.0, 0.1, -0.1], [-0.1, 0.0, 0.1]]}

=====

Record 3
{"formula": "C16H36AlAsF3N3O2SSi4", "method": "the ωB97M-V functional and the def2-TZVPD basis", "homo_lumo_gap_ev": 8.53, "largest_force_ha_per_bohr": 0.0186, "e_homo_ev": -8.5138, "lumo_energy_ev": 0.01, "species": ["Al", "N", "C", "N", "C", "N", "C", "Si", "C", "C", "Si", "Si", "C", "C", "C", "Si", "C", "C", "C", "H", "H", "H", "H", "H", "H", "H", "H", "H", "H", "H", "H", "H", "H", "H", "H", "H", "H", "H", "H", "H", "H", "H", "H", "H", "H", "H", "F", "C", "F", "F", "C", "O", "O", "C", "As", "C", "C", "S", "H", "H", "H", "H", "H", "H", "H", "H", "H"], "positions_angstrom": [[-0.9276, 0.1685, -0.4623], [-6.7791, 1.2328, -2.1211], [-5.6545, 1.1463, -2.3614], [-4.3947, 1.1102, -2.7318], [-3.3453, 0.8104, -2.1281], [-2.2418, 0.6271, -1.7237], [3.6803, 1.4110, -0.3368], [3.0774, -0.3600, -0.6755], [4.4900, -1.4839, -0.0742], [2.8803, -0.6178, -2.5484], [1.0509, -0.9156, 0.4358], [0.6024, -3.2517, 0.3425], [2.0933, -4.3364, 0.8179], [0.1387, -3.6805, -1.4516], [-0.8092, -3.7415, 1.5157], [1.1304, -0.1468, 2.6986], [2.5501, -1.0149, 3.6256], [1.4419, 1.7306, 2.7175], [-0.4947, -0.4706, 3.6249], [4.5127, 1.6402, -1.0038], [4.0415, 1.4989, 0.6873], [2.9127, 2.1720, -0.4872], [5.4126, -1.2262, -0.5971], [4.2915, -2.5396, -0.2579], [4.6688, -1.3659, 0.9939], [3.7172, -0.1772, -3.0912], [1.9648, -0.1604, -2.9237], [2.8456, -1.6794, -2.7916], [2.9440, -4.2009, 0.1503], [1.8032, -5.3874, 0.7676], [2.4320, -4.1361, 1.8338], [1.0239, -3.6918, -2.0876], [-0.5603, -2.9581, -1.8772], [-0.3296, -4.6632, -1.5116], [-0.4512, -3.8004, 2.5428], [-1.2021, -4.7220, 1.2429], [-1.6340, -3.0330, 1.4891], [3.5127, -0.8117, 3.1581], [2.4122, -2.0955, 3.6409], [2.6041, -0.6717, 4.6595], [2.4510, 1.9743, 2.3870], [1.3107, 2.1323, 3.7229], [0.7521, 2.2545, 2.0550], [-0.6874, -1.5351, 3.7436], [-1.3486, -0.0440, 3.0999], [-0.4569, -0.0228, 4.6191], [-5.5755, -0.9736, 0.5509], [-4.3778, -1.3140, 1.0189], [-4.4997, -1.5936, 2.3274], [-3.9887, -2.4316, 0.3940], [-3.3536, -0.1597, 0.8248], [-3.7287, 0.9919, 0.8807], [-2.1514, -0.5665, 0.6304], [-1.6406, 3.2065, -3.7969], [-1.0971, 3.5002, -1.9552], [-2.6641, 3.6719, -0.8243], [-0.2783, 5.2566, -1.9765], [0.3530, 2.1085, -1.2238], [-2.6161, 3.6569, -3.9665], [-1.6867, 2.1442, -4.0029], [-0.8979, 3.6688, -4.4469], [-3.4977, 4.0467, -1.4177], [-2.4314, 4.3739, -0.0244], [-2.9374, 2.7056, -0.3885], [-0.9706, 5.9805, -2.4041], [0.6337, 5.2177, -2.5715], [-0.0255, 5.5418, -0.9561]], "atomic_forces_ev_per_a": [[0.3, 0.3, -0.3], [0.0, 0.0, 0.0], [-0.3, 0.0, 0.3], [0.8, 0.0, -0.1], [0.5, 0.0, 0.0], [-0.7, -0.4, -0.5], [-0.3, -0.2, -0.1], [0.3, -0.1, 0.0], [-0.3, 0.1, -0.1], [0.0, 0.1, 0.3], [0.1, -0.3, 0.1], [0.1, -0.3, 0.0], [-0.2, 0.2, -0.1], [0.0, 0.2, 0.3], [0.2, 0.2, -0.3], [0.0, 0.1, 0.1], [-0.3, 0.2, -0.2], [0.0, -0.4, -0.1], [0.3, 0.0, -0.2], [0.1, 0.0, 0.0], [0.0, 0.0, 0.1], [0.1, -0.1, 0.0], [0.1, 0.1, 0.0], [0.0, 0.0, 0.0], [0.0, 0.0, 0.1], [0.1, 0.0, 0.0], [0.0, 0.0, 0.0], [0.0, -0.1, 0.0], [0.0, 0.0, 0.0], [-0.1, -0.1, 0.0], [0.0, 0.1, 0.1], [0.1, 0.0, 0.0], [0.0, 0.0, 0.0], [0.0, -0.1, 0.0], [0.1, 0.0, 0.1], [0.0, -0.1, 0.0], [-0.1, 0.1, 0.0], [0.1, 0.0, -0.1], [0.0, -0.1, 0.0], [0.0, 0.1, 0.1], [0.1, 0.0, 0.0], [0.0, 0.0, 0.1], [-0.1, 0.0, 0.0], [0.0, -0.1, 0.0], [0.0, 0.1, 0.0], [0.1, 0.0, 0.1], [0.1, 0.0, 0.0], [0.0, 0.1, 0.1], [0.1, 0.0, -0.1], [0.0, 0.0, 0.0], [-0.7, 0.4, 0.2], [0.0, -0.3, 0.0], [0.4, -0.1, 0.2], [0.1, 0.0, 0.2], [-0.3, 0.3, 0.0], [0.1, -0.2, 0.0], [0.0, -0.2, 0.0], [-0.3, 0.1, 0.3], [0.0, 0.0, 0.0], [0.0, -0.1, 0.1], [0.0, 0.0, 0.1], [0.0, 0.0, 0.0], [0.0, 0.0, 0.0], [0.1, 0.3, -0.1], [0.0, 0.0, 0.0], [-0.1, 0.0, 0.0], [0.0, 0.0, 0.0]]}